(1)
Density functional theory data (ωB97M-V with the def2-TZVPD basis set) for C27H25N3OOsS3 as an isolated structure.

```
60
Properties=species:S:1:pos:R:3:forces:R:3:mulliken_charge:R:1
Os -0.298992 0.762278 -0.450803 -0.047 -0.039 -0.165 0.94
O 0.117601 0.227791 1.404217 -0.210 0.321 0.005 -0.29
S -0.926598 -0.333927 2.465200 0.095 -0.056 -0.012 -0.13
C -0.221810 0.225585 3.980781 0.023 -0.033 -0.040 0.82
C 1.146560 0.420566 4.123274 -0.002 -0.008 0.023 -0.15
C 1.621576 0.817710 5.360624 0.002 -0.001 -0.004 -0.82
C 0.742106 1.001258 6.423209 -0.001 -0.002 -0.003 -0.46
C -0.620886 0.804373 6.258393 0.009 0.001 0.003 -0.68
C -1.118558 0.419761 5.022155 -0.012 0.021 0.011 -0.38
C -0.650596 -2.071324 2.440870 -0.006 -0.011 -0.005 0.99
C -1.785862 -2.867483 2.512514 0.010 -0.032 -0.028 -0.42
C -1.627968 -4.246506 2.542982 -0.007 0.008 -0.004 -0.65
C -0.356781 -4.795814 2.483150 0.002 -0.003 -0.002 -0.46
C 0.770323 -3.981062 2.396093 0.000 0.002 -0.003 -0.75
C 0.633010 -2.606051 2.381978 -0.004 0.005 0.017 -0.32
H 1.818816 0.286062 3.287256 0.001 0.008 0.000 0.33
H 2.680607 0.985828 5.499628 0.000 -0.001 -0.001 0.41
H 1.125807 1.309051 7.386398 -0.001 0.000 0.000 0.42
H -1.298616 0.960917 7.085815 -0.004 -0.001 -0.003 0.42
H -2.182687 0.279330 4.876391 0.002 -0.002 -0.005 0.42
H -2.772904 -2.423099 2.547226 0.004 0.008 0.005 0.42
H -2.496786 -4.886390 2.609489 0.001 -0.003 0.000 0.43
H -0.236984 -5.870605 2.505503 0.001 0.000 0.001 0.43
H 1.755851 -4.423966 2.352331 0.000 -0.001 0.002 0.43
H 1.500550 -1.961358 2.328600 0.001 -0.008 -0.001 0.28
C -0.992727 -0.306331 -4.107656 -0.011 -0.001 -0.012 -0.91
N -2.341572 -0.191384 -3.585429 0.013 0.014 -0.015 0.15
C -3.459750 0.281886 -4.425561 0.018 0.006 0.020 -0.50
C -4.667065 0.225836 -3.469949 0.014 0.026 0.003 -0.53
N -4.016772 -0.083045 -2.189016 0.035 -0.038 -0.012 -0.01
C -2.725603 -0.330270 -2.337305 -0.089 0.004 0.044 0.03
S -1.757284 -0.906981 -0.979074 0.070 -0.043 0.012 -0.23
H -1.056435 -0.558679 -5.163543 0.000 -0.019 0.005 0.37
H -0.463534 -1.100262 -3.586912 0.001 0.019 0.011 0.33
H -0.451960 0.635139 -3.996311 0.002 0.000 0.000 0.32
H -3.569042 -0.375926 -5.285598 -0.008 0.010 -0.006 0.37
H -3.250364 1.293513 -4.772082 0.002 0.004 0.000 0.33
H -5.375344 -0.557096 -3.734672 0.004 -0.006 0.001 0.34
H -5.184689 1.179639 -3.408312 -0.021 -0.012 -0.003 0.31
H -4.493458 -0.207423 -1.311892 -0.015 0.034 -0.002 0.19
S -3.116862 3.710223 -2.653340 0.073 -0.020 -0.015 -0.27
C -2.050513 2.750391 -2.019656 -0.163 -0.009 0.017 0.73
N -1.244624 2.002338 -1.551918 0.223 -0.033 0.190 -0.58
C 4.229545 3.582535 -1.901075 0.026 -0.033 -0.011 -0.63
C 2.932376 3.908155 -1.475739 -0.052 -0.007 0.025 -0.96
C 1.974097 2.934205 -1.315955 0.026 0.029 -0.006 -0.85
C 2.281279 1.585815 -1.568602 0.044 -0.043 0.081 1.22
C 1.338273 0.504530 -1.410529 0.075 -0.062 -0.116 0.66
C 1.703466 -0.811097 -1.724937 -0.151 0.028 0.013 -0.32
C 3.006563 -1.114760 -2.110498 0.109 0.019 -0.032 -1.20
C 3.924409 -0.096819 -2.246379 -0.047 -0.055 0.003 -0.52
C 3.594750 1.255307 -1.993519 -0.020 -0.002 0.014 0.86
C 4.554590 2.277576 -2.158161 -0.002 0.026 0.007 -0.90
H 4.966401 4.363095 -2.029195 -0.005 0.006 0.003 0.43
H 2.678749 4.941015 -1.277593 0.008 0.003 -0.006 0.43
H 0.976218 3.228669 -1.013663 -0.049 -0.014 -0.007 0.29
H 0.966996 -1.600989 -1.643573 0.038 -0.007 0.007 0.48
H 3.289522 -2.137355 -2.317187 -0.010 -0.002 -0.007 0.45
H 4.933979 -0.326812 -2.566012 0.004 0.007 0.002 0.44
H 5.549602 2.012442 -2.492450 0.000 0.000 -0.002 0.44
```
Forces are in eV/Å.

The value obtained for the HOMO energy (alpha / beta) is -13.56 / -13.56 eV. As for the total charge: +2. The value obtained for the calculated total energy is -2568.05158 Eh. Its LUMO energy (alpha / beta) is -7.758 / -7.757 eV.

(2)
Density functional theory data (ωB97M-V with the def2-TZVPD basis set) for C27H25N7OPdS2 as an isolated structure.

```
63
Properties=species:S:1:pos:R:3:forces:R:3:mulliken_charge:R:1
Pd 1.100830 2.987122 -0.120870 -0.250 0.117 -0.193 -0.01
C -1.485142 -1.700368 1.333340 0.013 -0.001 -0.030 -1.25
C -0.295985 -0.758883 1.238196 -0.198 0.431 -0.241 0.11
N -0.413100 0.464577 0.837789 0.136 -0.444 0.079 -0.40
N -1.732290 0.761301 0.485765 -0.231 0.524 -0.046 0.39
C -2.014242 1.923227 -0.015198 0.210 -0.465 0.259 0.11
S -1.163212 3.366550 -0.420028 0.164 -0.306 0.126 -0.50
S -3.759409 2.124073 -0.463489 -0.041 0.047 0.005 -0.24
C -4.535633 0.624930 0.207892 0.023 -0.003 -0.006 -0.40
C -5.068047 0.785671 1.603373 0.021 0.009 0.014 0.72
C -6.428754 0.683409 1.871659 -0.002 -0.022 0.000 -0.54
C -6.918435 0.831557 3.164662 -0.003 -0.003 -0.004 -0.51
C -6.044897 1.083387 4.210641 0.008 0.000 0.003 -0.36
C -4.681883 1.191532 3.951885 -0.019 0.001 0.000 -0.83
C -4.196667 1.048871 2.662931 0.002 0.025 0.007 -0.12
C 1.022985 -1.372413 1.545222 0.157 0.252 0.031 0.21
C 1.399202 -2.466690 0.778012 0.022 0.054 -0.041 -0.12
C 2.597775 -3.153386 0.957839 0.058 0.025 0.085 -0.76
C 3.427758 -2.731781 2.003613 -0.056 -0.042 -0.072 -0.21
C 3.074809 -1.673859 2.811033 -0.012 0.128 -0.077 -0.69
C 1.867388 -0.896445 2.626830 0.080 -0.073 -0.063 0.35
O 1.590597 0.081703 3.363162 -0.032 0.002 0.068 -0.86
H -2.317318 -1.225123 1.851393 -0.004 0.014 0.021 0.20
H -1.847127 -1.966588 0.334747 -0.007 0.019 -0.024 0.13
H -1.196573 -2.612441 1.853958 0.007 0.015 -0.008 0.47
H -5.337037 0.337394 -0.475308 -0.004 0.036 -0.006 0.46
H -3.750505 -0.132557 0.183891 0.005 -0.027 -0.001 -0.19
H -7.114966 0.486778 1.054261 -0.001 0.001 0.000 0.31
H -7.983521 0.750797 3.351429 0.001 -0.001 -0.001 0.34
H -6.420258 1.198868 5.220722 -0.001 0.000 0.000 0.35
H -3.989150 1.392161 4.759924 0.001 -0.002 0.002 0.41
H -3.137117 1.145589 2.455367 -0.012 -0.016 0.000 0.37
H 0.732578 -2.785848 -0.019578 -0.037 -0.002 -0.050 0.25
H 2.867166 -3.984729 0.317145 -0.001 0.016 0.001 0.35
H 4.364928 -3.252806 2.190263 -0.002 -0.004 -0.003 0.31
H 3.721751 -1.359819 3.624693 0.004 0.009 0.002 0.32
C 3.069885 3.227687 -2.762931 -0.027 0.058 0.032 -1.61
C 3.387750 2.342189 -1.608634 -0.077 0.131 -0.130 0.87
N 3.169039 2.617355 -0.342830 0.192 0.361 0.120 -0.79
C 3.665414 1.556464 0.381655 -0.147 -0.293 0.103 -0.32
C 4.163296 0.616120 -0.457260 0.070 -0.013 0.138 -0.38
N 4.005001 1.131699 -1.733250 0.059 0.069 0.052 0.32
C 4.200565 0.433957 -2.958910 -0.068 -0.112 -0.183 -0.93
N 3.286802 -0.682189 -3.089854 0.111 -0.063 0.090 0.73
N 3.712149 -1.824105 -3.661172 -0.065 -0.038 -0.046 -0.94
N 2.718137 -2.623992 -3.802774 0.035 0.020 -0.026 -0.63
C 1.589709 -1.999647 -3.317022 0.042 -0.053 0.007 0.39
C 0.260649 -2.437207 -3.252987 0.001 0.023 0.004 -0.79
C -0.656154 -1.563617 -2.719655 0.025 0.004 0.020 -0.69
C -0.277754 -0.289911 -2.234028 -0.001 0.051 -0.013 -0.55
C 1.023592 0.148837 -2.269708 0.000 -0.155 -0.153 0.12
C 1.946404 -0.737449 -2.844112 -0.117 0.017 -0.008 1.40
H 2.643253 4.138287 -2.346354 0.025 0.003 -0.021 0.40
H 2.311010 2.791900 -3.415464 0.002 -0.020 -0.011 0.30
H 3.962632 3.454288 -3.359135 -0.012 0.018 0.006 0.40
H 3.556779 1.520026 1.451111 -0.031 -0.084 0.073 0.52
H 4.546335 -0.371085 -0.280515 0.027 -0.133 0.032 0.41
H 5.207144 0.026060 -3.051176 -0.036 -0.048 0.040 0.36
H 4.021544 1.132692 -3.776028 0.094 0.053 0.011 0.38
H -0.015037 -3.420766 -3.609703 -0.008 -0.013 0.009 0.37
H -1.696171 -1.856437 -2.644384 -0.012 0.000 0.003 0.37
H -1.023837 0.359559 -1.790935 0.039 -0.081 -0.038 0.38
H 1.285364 1.113521 -1.841110 -0.116 -0.015 0.048 -0.26
```
Forces are in eV/Å.

The value obtained for the HOMO energy is -0.52 eV. As for the total charge: -2. The value obtained for the calculated total energy is -2426.66479 Eh. The calculation puts the energy relative to the best compared isomer or geometry (same formula, charge and spin) at 17.7 kcal per mole. Its LUMO energy is 4.440 eV.